No. 1
ORCA calculation (the ωB97M-V functional and the def2-TZVPD basis) on a structure of composition C7H12ClIO3PYb.

## Properties
- Energy relative to the best compared isomer or geometry (same formula, charge and spin): 0.000 eV
- ⟨S²⟩: 1.239
- Electronic energy: -2756.9358 a.u.
- Multiplicity: 2
- E_LUMO (alpha / beta): -9.0719 / -10.5620 eV
- Charge: +2
- HOMO-LUMO gap (alpha / beta): 7.8 / 5.1 eV

Atoms and positions in Å:
C -3.46290 1.80999 -2.53921
C -2.65532 1.24332 -1.46125
H -4.25056 1.09954 -2.82831
H -2.77272 2.02847 -3.35693
H -3.86651 2.75187 -2.16317
O -2.52599 0.15425 -0.95516
I -0.88299 3.43465 -1.19384
Yb -1.11796 1.33308 0.49196
P 1.37531 -0.68843 0.81127
C 1.55721 -2.50057 0.67617
C 1.07482 -0.33046 -0.96969
H 3.34201 0.75107 0.94669
H 3.68300 -0.75308 0.00668
H 3.57631 -0.79793 1.78827
C 3.17380 -0.33489 0.88384
H 1.11384 0.75675 -1.19201
H 1.89096 -0.84386 -1.52379
H 2.19632 -2.73738 -0.16718
H 0.58578 -2.99071 0.55734
H 0.10854 -0.74556 -1.32222
H 2.02094 -2.85610 1.59039
C -1.50040 -1.13020 1.24387
O -1.88452 -2.11389 1.70418
Cl 1.15082 1.97561 1.73668
O -0.82890 0.67854 4.17220
C -1.10091 0.80594 3.06324

Cartesian forces, eV/Å:
C -0.42 -0.36 0.15
C 0.04 -0.93 0.28
H 0.21 0.20 -0.03
H -0.08 0.06 -0.12
H -0.06 0.04 -0.23
O -0.15 1.38 -0.79
I -0.19 0.51 -0.69
Yb 0.94 -0.25 1.24
P 2.93 -0.29 -1.75
C -1.42 -0.42 1.02
C -0.84 0.60 -0.20
H 0.09 -0.52 -0.11
H -0.31 -0.02 0.15
H 0.03 0.07 -0.07
C -0.10 0.96 0.73
H 0.16 -0.49 0.00
H -0.53 0.39 0.31
H 0.13 0.24 -0.21
H 0.25 -0.12 -0.02
H 0.44 0.07 0.07
H 0.02 -0.19 0.12
C -1.72 -4.14 1.69
O 1.45 3.52 -1.69
Cl -0.55 -0.63 -0.44
O -0.99 0.31 -3.83
C 0.68 0.00 4.43

Quick look at the natural (NBO) charges, all values in e: number 1, C, carries -0.766; number 2, C, carries 0.611; number 3, H, carries 0.291; number 4, H, carries 0.314; number 5, H, carries 0.302; number 6, O, carries -0.528; number 7, I, carries -0.032; number 8, Yb, carries 1.090; number 9, P, carries 1.195; number 10, C, carries -0.945; number 11, C, carries -0.998; number 12, H, carries 0.277; number 13, H, carries 0.265; number 14, H, carries 0.273; number 15, C, carries -0.949; number 16, H, carries 0.270; number 17, H, carries 0.308; number 18, H, carries 0.278; number 19, H, carries 0.252; number 20, H, carries 0.252; number 21, H, carries 0.276; number 22, C, carries 0.513; number 23, O, carries -0.358; number 24, Cl, carries -0.346; number 25, O, carries -0.346; number 26, C, carries 0.500

=====

No. 2
ORCA calculation (the ωB97M-V functional and the def2-TZVPD basis) on a cluster of 13 separate species, H26O13 in total.

## Properties
- Energy relative to the best compared isomer or geometry (same formula, charge and spin): 8.167 eV
- Electronic energy: -993.4731 a.u.
- E_LUMO: -0.3937 eV
- Charge: 0
- HOMO-LUMO gap: 8.1 eV

Atoms and positions in Å:
H -1.02737 -0.49787 -0.30658
H 0.41576 -0.02278 -0.26519
H -1.21620 -1.92394 1.48779
H -1.28071 -0.40862 1.38943
H -1.39185 1.89131 -1.69091
H -0.88317 2.92744 -2.67971
H -0.43867 2.08832 2.20835
H 0.68677 2.11541 1.18723
H 2.90418 1.44560 -2.02502
H 3.40727 2.82801 -2.40696
H 3.43384 -1.35047 -0.14054
H 2.29128 -0.41649 -0.50423
H 0.98683 -5.16479 -2.09021
H 0.06457 -4.01413 -1.72218
H -2.18344 2.79637 1.78066
H -1.57523 3.90834 0.94183
H 0.98666 -0.79360 -2.04884
H 0.02290 -0.92586 -3.21663
H -0.05495 -4.07554 0.80101
H 0.85775 -2.86804 0.66334
H 0.89665 -1.84058 3.77485
H 2.32668 -1.86068 4.28929
H -5.34287 0.40425 -0.48680
H -6.27417 -0.71142 -0.04181
H 1.46956 4.28724 0.51076
H 1.22108 3.13474 -0.44842
O -0.17177 -0.62871 -0.73064
O -1.79953 -1.17556 1.65703
O -1.50342 2.19410 -2.59913
O -0.26520 2.23981 1.27243
O 2.83287 2.37491 -1.77947
O 2.55211 -1.34401 -0.52977
O 0.84866 -4.48615 -1.41988
O -1.47309 3.44781 1.78235
O 0.71082 -1.40498 -2.74102
O 0.87506 -3.82247 0.79657
O 1.41673 -1.72941 4.57868
O -5.79726 0.05788 0.28944
O 1.47087 3.32459 0.46292

Cartesian forces, eV/Å:
H -0.14 -0.03 -0.20
H -0.35 0.20 0.42
H -0.03 -0.03 0.05
H 0.03 0.12 0.51
H 0.01 -0.07 -0.01
H -0.07 -0.06 -0.09
H 0.40 -0.25 -0.42
H 0.24 -0.56 0.14
H 0.04 0.03 -0.14
H -0.04 0.01 0.05
H 0.01 -0.08 -0.03
H 0.34 -0.06 0.18
H -0.01 0.08 -0.14
H 0.20 0.20 -0.15
H -0.26 0.41 -0.01
H -0.03 -0.02 0.28
H -0.25 -0.70 -0.67
H 0.06 0.00 0.10
H 0.20 -0.22 -0.10
H 0.29 0.05 -0.33
H -0.01 -0.07 0.10
H -0.08 -0.04 0.07
H -0.04 0.00 0.09
H 0.03 0.05 0.10
H 0.09 -0.10 0.18
H 0.38 0.00 -0.09
O -0.58 0.69 1.39
O 0.01 0.05 -0.13
O 0.12 0.09 0.15
O 4.68 -8.02 -1.17
O 0.01 -0.20 -0.22
O 0.06 0.26 0.17
O -0.16 -0.77 -1.19
O -7.40 6.65 2.45
O 0.70 -0.17 -1.54
O -0.38 0.75 1.80
O 0.08 0.08 -0.18
O 0.01 -0.03 -0.20
O 1.86 1.77 -1.24

Quick look at the natural (NBO) charges, all values in e: number 1, H, carries 0.483; number 2, H, carries 0.458; number 3, H, carries 0.469; number 4, H, carries 0.459; number 5, H, carries 0.471; number 6, H, carries 0.466; number 7, H, carries 0.475; number 8, H, carries 0.459; number 9, H, carries 0.475; number 10, H, carries 0.482; number 11, H, carries 0.481; number 12, H, carries 0.440; number 13, H, carries 0.458; number 14, H, carries 0.466; number 15, H, carries 0.464; number 16, H, carries 0.468; number 17, H, carries 0.464; number 18, H, carries 0.459; number 19, H, carries 0.456; number 20, H, carries 0.465; number 21, H, carries 0.469; number 22, H, carries 0.467; number 23, H, carries 0.466; number 24, H, carries 0.469; number 25, H, carries 0.483; number 26, H, carries 0.481; number 27, O, carries -0.947; number 28, O, carries -0.928; number 29, O, carries -0.936; number 30, O, carries -0.968; number 31, O, carries -0.954; number 32, O, carries -0.918; number 33, O, carries -0.928; number 34, O, carries -0.910; number 35, O, carries -0.931; number 36, O, carries -0.916; number 37, O, carries -0.936; number 38, O, carries -0.934; number 39, O, carries -0.945

=====

No. 3
ORCA calculation (the ωB97M-V functional and the def2-TZVPD basis) on a structure of composition C49H39BrIN4O5PSW.

## Properties
- Energy relative to the best compared isomer or geometry (same formula, charge and spin): 0.070 eV
- ⟨S²⟩: 2.013
- Electronic energy: -6163.8828 a.u.
- Multiplicity: 3
- E_LUMO (alpha / beta): -6.3563 / -6.4376 eV
- Charge: +2
- HOMO-LUMO gap (alpha / beta): 6.4 / 6.8 eV

Atoms and positions in Å:
W 0.98006 -0.39039 0.32476
O 0.83022 1.61367 0.07005
P 1.99226 2.60845 -0.28172
C 1.47877 4.22483 0.24377
C 1.96076 5.35303 -0.41958
C 1.62884 6.61437 0.04907
C 0.81552 6.74630 1.16571
C 0.32896 5.62219 1.82252
C 0.66294 4.35850 1.36856
C 3.36265 2.04496 0.73405
C 3.02200 1.21217 1.80374
C 3.98577 0.76724 2.69877
C 5.30294 1.16102 2.53151
C 5.64842 2.00397 1.48163
C 4.68598 2.45674 0.59182
C 2.30517 2.65828 -2.03067
C 3.55961 2.49361 -2.60922
C 3.69626 2.59487 -3.98534
C 2.58724 2.84556 -4.78005
C 1.33295 3.00692 -4.20357
C 1.19073 2.92553 -2.83005
H 2.58046 5.25043 -1.30204
H 1.99831 7.49314 -0.46114
H 0.55481 7.73236 1.52600
H -0.30966 5.73426 2.68797
H 0.28417 3.48056 1.87756
H 1.97412 1.03695 2.06176
H 3.69958 0.13047 3.52515
H 6.06707 0.82206 3.21824
H 6.67837 2.31264 1.36053
H 4.97488 3.14608 -0.18988
H 4.42471 2.25774 -2.00723
H 4.67166 2.47519 -4.43786
H 2.69992 2.92168 -5.85320
H 0.47140 3.21054 -4.82474
H 0.21609 3.07633 -2.37976
O 9.29213 -1.02687 -1.06573
C 8.35338 -0.86753 -0.11902
O 8.65485 -0.63916 1.01779
C 6.91687 -0.94317 -0.54433
C 6.46421 -0.49132 -1.77880
C 5.10442 -0.43225 -2.04315
C 4.18602 -0.83426 -1.07448
S 2.47039 -0.69436 -1.50928
C 4.64348 -1.35345 0.13138
C 5.99903 -1.38901 0.39788
H 8.90890 -1.33445 -1.89601
H 7.16168 -0.13524 -2.52826
H 4.74952 -0.06117 -2.99614
H 3.94732 -1.69964 0.88074
H 6.36596 -1.74318 1.35232
Br -4.15591 0.57765 0.45747
C -3.59428 -1.21144 0.64831
C -4.35212 -2.21080 0.04843
C -3.99845 -3.54263 0.19959
C -2.89948 -3.89679 0.97023
C -2.14086 -2.90781 1.57392
C -2.47724 -1.57359 1.38962
I -1.22525 -0.13493 2.27005
H -5.22691 -1.93581 -0.52446
H -4.60114 -4.30720 -0.27177
H -2.63314 -4.93646 1.11708
H -1.30308 -3.17988 2.20099
O 1.77853 -1.56175 1.88877
C 1.49328 -2.68303 1.32687
N 1.83990 -3.91866 1.61036
C 1.39030 -4.80334 0.50292
C 0.74610 -3.75142 -0.43510
O 0.27719 -3.95075 -1.53057
N 0.74850 -2.54486 0.22297
C 0.28602 -5.75730 0.93774
C -0.26010 -6.60808 -0.02116
C -1.29175 -7.46548 0.32186
C -1.78485 -7.48353 1.62184
C -1.24108 -6.63988 2.57661
C -0.20745 -5.77422 2.23568
C 2.60561 -5.46511 -0.12482
C 3.01727 -6.71511 0.32446
C 4.18333 -7.27952 -0.17128
C 4.93817 -6.59982 -1.11643
C 4.52832 -5.35243 -1.56544
C 3.36576 -4.78270 -1.06999
H 2.52911 -4.18364 2.29764
H 0.12637 -6.59982 -1.03238
H -1.70705 -8.12901 -0.42475
H -2.58371 -8.16181 1.88954
H -1.61177 -6.65688 3.59275
H 0.20871 -5.12547 2.99567
H 2.42171 -7.25562 1.04970
H 4.49807 -8.25404 0.17637
H 5.84222 -7.04620 -1.50806
H 5.10966 -4.82414 -2.30961
H 3.05448 -3.80968 -1.43642
N -0.80757 -1.44828 -1.98024
C -1.80954 -1.12251 -2.79030
C -2.23640 0.15511 -2.46105
C -1.42843 0.53816 -1.40704
N -0.55558 -0.44429 -1.11075
H -0.33539 -2.36673 -1.91384
H -2.15257 -1.81518 -3.54106
H -3.03015 0.71927 -2.91693
H -1.41627 1.45526 -0.84419

Cartesian forces, eV/Å:
W 0.11 -0.04 -0.60
O 0.17 -0.14 0.11
P 0.03 0.05 0.15
C -0.04 0.00 -0.04
C -0.02 0.01 0.00
C -0.01 0.00 0.01
C 0.01 0.01 -0.01
C -0.01 -0.01 0.01
C 0.02 0.01 0.01
C -0.05 -0.01 -0.01
C 0.01 0.05 0.10
C 0.00 -0.01 -0.04
C 0.02 -0.03 -0.02
C 0.01 -0.01 -0.01
C 0.01 0.01 -0.02
C 0.04 0.07 0.02
C 0.00 -0.04 -0.03
C 0.00 0.00 0.01
C 0.00 0.00 0.00
C 0.00 0.00 -0.01
C 0.00 0.01 0.00
H 0.00 0.00 0.01
H 0.00 0.00 0.00
H 0.00 0.00 0.00
H 0.00 0.00 0.00
H 0.00 0.00 0.00
H 0.02 -0.05 0.00
H 0.00 0.01 0.00
H 0.00 0.00 0.00
H 0.00 0.00 0.00
H -0.01 0.00 -0.01
H -0.01 0.01 0.02
H 0.00 0.00 -0.01
H 0.00 0.00 0.00
H 0.00 0.00 0.00
H 0.00 0.01 0.00
O 0.00 -0.01 0.00
C 0.01 0.04 0.01
O 0.00 -0.02 -0.01
C 0.00 0.01 -0.01
C 0.01 -0.01 0.00
C 0.00 -0.01 0.00
C 0.00 0.03 -0.03
S -0.09 0.04 -0.03
C -0.01 0.02 0.03
C -0.01 0.01 0.04
H 0.00 0.00 0.00
H 0.00 0.00 0.00
H 0.01 -0.01 0.01
H -0.01 0.01 0.01
H 0.00 0.00 0.01
Br -0.13 0.00 0.13
C 0.03 0.01 -0.04
C 0.00 0.00 -0.01
C 0.01 0.02 0.00
C -0.02 0.00 -0.03
C -0.01 0.02 0.01
C 0.02 -0.01 0.00
I -0.11 0.02 0.10
H 0.00 0.00 0.00
H 0.00 0.00 0.00
H -0.03 0.06 -0.03
H 0.02 0.01 -0.02
O 0.04 0.06 0.07
C -0.08 0.06 0.06
N -0.01 -0.04 0.03
C 0.07 0.02 0.00
C -0.19 -0.04 0.01
O 0.05 0.02 -0.01
N 0.03 -0.03 0.08
C 0.01 0.00 0.00
C 0.01 0.00 0.01
C -0.01 0.00 0.00
C 0.01 -0.03 0.00
C 0.04 -0.02 0.03
C 0.01 -0.03 0.01
C -0.02 -0.04 0.04
C -0.02 0.00 -0.03
C 0.01 0.01 -0.01
C 0.00 -0.02 0.01
C -0.01 0.02 -0.01
C 0.02 0.00 0.01
H 0.01 0.00 -0.01
H 0.00 0.00 0.00
H 0.00 0.00 0.00
H 0.00 0.00 0.00
H 0.00 0.00 0.01
H 0.02 -0.01 0.00
H 0.00 0.00 0.00
H 0.00 0.00 0.00
H 0.00 0.00 0.00
H 0.00 0.00 0.00
H -0.01 0.01 0.00
N 0.00 -0.09 0.06
C -0.01 0.04 -0.01
C 0.06 -0.03 -0.07
C 0.09 0.02 -0.05
N -0.07 -0.02 -0.02
H 0.01 0.03 -0.01
H -0.01 0.00 0.00
H 0.00 -0.01 0.00
H 0.01 -0.02 -0.01

Atom charges from the Mulliken analysis, given in e for atoms 1 to 99: number 1, W, carries 0.642; number 2, O, carries -0.130; number 3, P, carries 0.716; number 4, C, carries 0.576; number 5, C, carries -0.384; number 6, C, carries -0.769; number 7, C, carries -0.563; number 8, C, carries -0.765; number 9, C, carries -0.423; number 10, C, carries 0.485; number 11, C, carries -0.320; number 12, C, carries -1.119; number 13, C, carries -0.627; number 14, C, carries -0.788; number 15, C, carries -0.521; number 16, C, carries 1.148; number 17, C, carries -0.493; number 18, C, carries -0.638; number 19, C, carries -0.693; number 20, C, carries -0.935; number 21, C, carries -0.446; number 22, H, carries 0.396; number 23, H, carries 0.448; number 24, H, carries 0.420; number 25, H, carries 0.445; number 26, H, carries 0.288; number 27, H, carries 0.955; number 28, H, carries 0.519; number 29, H, carries 0.464; number 30, H, carries 0.537; number 31, H, carries 0.610; number 32, H, carries 0.368; number 33, H, carries 0.504; number 34, H, carries 0.443; number 35, H, carries 0.479; number 36, H, carries 0.485; number 37, O, carries -0.467; number 38, C, carries 0.481; number 39, O, carries -0.517; number 40, C, carries 0.547; number 41, C, carries -0.856; number 42, C, carries -1.648; number 43, C, carries 1.282; number 44, S, carries -0.539; number 45, C, carries -0.152; number 46, C, carries -1.039; number 47, H, carries 0.339; number 48, H, carries 0.456; number 49, H, carries 0.763; number 50, H, carries 0.450; number 51, H, carries 0.571; number 52, Br, carries -0.065; number 53, C, carries 0.177; number 54, C, carries -0.263; number 55, C, carries -1.021; number 56, C, carries 0.077; number 57, C, carries -0.382; number 58, C, carries -0.237; number 59, I, carries 0.295; number 60, H, carries 0.460; number 61, H, carries 0.450; number 62, H, carries 0.187; number 63, H, carries 0.662; number 64, O, carries -0.767; number 65, C, carries -1.019; number 66, N, carries 0.351; number 67, C, carries 3.817; number 68, C, carries -0.783; number 69, O, carries -0.845; number 70, N, carries 0.895; number 71, C, carries -0.509; number 72, C, carries -0.151; number 73, C, carries -0.941; number 74, C, carries -0.543; number 75, C, carries -0.926; number 76, C, carries -0.371; number 77, C, carries -0.009; number 78, C, carries -0.470; number 79, C, carries -0.899; number 80, C, carries -0.567; number 81, C, carries -0.964; number 82, C, carries -0.268; number 83, H, carries 0.383; number 84, H, carries 0.549; number 85, H, carries 0.450; number 86, H, carries 0.448; number 87, H, carries 0.422; number 88, H, carries 0.423; number 89, H, carries 0.493; number 90, H, carries 0.440; number 91, H, carries 0.427; number 92, H, carries 0.479; number 93, H, carries 0.401; number 94, N, carries 0.148; number 95, C, carries -0.391; number 96, C, carries -1.266; number 97, C, carries -0.670; number 98, N, carries 0.854; number 99, H, carries -0.029